DFT (ωB97M-V/def2-TZVPD) results for a 2-piece molecular cluster, C4H6BFO10S2 overall.

Geometry as XYZ:
```
24
Properties=species:S:1:pos:R:3:lowdin_charge:R:1
C 3.6504 -1.4614 -0.7923 -0.03
C 2.9295 -0.0350 -0.3292 -0.29
O 3.0320 0.3014 0.9586 0.01
O 2.2883 0.7442 -1.3974 0.00
C 0.8644 0.9955 -1.1448 -0.21
O 0.3020 2.0099 -1.8590 0.00
C -0.1339 0.1629 -0.1521 -0.02
B -1.1657 -0.8649 -0.9850 -0.31
O -1.7200 -0.5483 -2.3265 0.04
S -1.6401 -2.4726 -0.0894 0.92
O -0.2974 -3.0227 0.5167 -0.38
O -2.3440 -3.4934 -1.0223 -0.38
F -2.6695 -2.0312 1.2461 -0.24
H 4.7806 -1.4264 -0.4248 0.09
H 3.0813 -2.4139 -0.4078 0.10
H 3.6989 -1.4842 -1.9755 0.08
H -0.8631 0.9686 0.3418 0.13
H 0.3826 -0.3869 0.7419 0.12
H -1.3287 -1.1938 -2.9889 0.12
O -2.1449 3.3326 3.8152 -0.48
S -2.5696 3.1305 2.4180 0.12
O -2.3236 4.3624 1.6465 -0.47
O -4.0076 2.8078 2.3832 -0.48
O -1.8019 2.0191 1.8271 -0.45
```

- max |F| (eV/A) = 9.426
- total charge = -2
- energy (a.u.) = -1829.3819
- HOMO energy (hartree) = 0.0050
- LUMO energy (eV) = 3.073



DFT (ωB97M-V/def2-TZVPD) results for an isolated ion of composition C4H6BN2O4 and charge -1.

Geometry as XYZ:
```
17
Properties=species:S:1:pos:R:3:lowdin_charge:R:1
C 1.6139 -1.0707 0.6052 -0.01
B 1.0053 -0.2697 -0.6468 -0.52
O 1.7976 -0.2090 -1.8200 0.12
N -0.3252 0.3858 -0.7238 -0.02
C -1.3410 -0.2321 0.1510 -0.09
C -2.8305 0.1893 -0.2040 -0.68
O -3.1541 1.3658 -0.4437 -0.07
O -3.7496 -0.7380 -0.2383 -0.16
O -0.2715 1.7853 -0.5907 0.03
C 0.6153 2.1861 0.3503 -0.30
N 1.1770 2.5865 1.2668 0.16
H 2.3279 -1.8687 0.2535 0.06
H 2.2030 -0.3576 1.2552 0.08
H 0.8391 -1.5181 1.2804 0.06
H 2.5637 -0.7877 -1.6797 0.08
H -1.3052 -1.3408 -0.0535 0.13
H -1.1022 -0.1093 1.2434 0.12
```

- max |F| (eV/A) = 3.904
- total charge = -1
- energy (a.u.) = -591.3728
- HOMO energy (hartree) = -0.1443
- LUMO energy (eV) = 2.655



DFT (ωB97M-V/def2-TZVPD) results for C4H6BeF4N2O12S4 as an isolated structure.

Geometry as XYZ:
```
33
Properties=species:S:1:pos:R:3:lowdin_charge:R:1
Be -0.2897 0.1827 0.0045 0.80
N 1.2038 -1.3086 1.3684 -0.29
S 2.7272 -1.1361 1.8110 0.41
O 3.5605 -2.3036 1.8696 -0.32
O 2.9425 -0.0643 2.7308 -0.31
F 3.1138 -0.4225 0.3746 -0.24
S 0.9017 -2.2535 2.8567 0.60
O 1.4545 -1.8324 4.1787 -0.36
O 0.7952 -3.6849 2.6830 -0.34
F -0.6955 -1.8949 2.9705 -0.24
N 0.3303 -0.6097 -2.2480 -0.30
S 0.1022 -2.1035 -2.8879 0.56
O 0.4780 -3.2805 -2.0375 -0.33
O 0.1448 -2.2549 -4.3663 -0.35
F -1.4256 -2.2109 -2.5889 -0.20
S 1.4939 -0.2150 -3.1374 0.43
O 1.1911 0.6405 -4.2651 -0.31
O 2.5619 -1.2345 -3.2536 -0.33
F 2.1746 0.8030 -2.1329 -0.19
C 0.5923 4.5694 -0.7304 -0.06
C 0.2408 3.1880 -0.3813 -0.84
O 1.1447 2.5075 0.1408 -0.08
O -0.7694 2.6260 -0.7907 -0.06
H 0.7854 4.6913 -1.7962 0.07
H 1.5276 4.8464 -0.2442 0.06
H -0.0622 5.3805 -0.4112 0.05
C -4.3281 -0.5576 1.7525 -0.04
C -2.9881 -0.2225 1.1735 -0.77
O -2.6076 -0.7627 0.0456 -0.15
O -2.1930 0.5750 1.6510 -0.06
H -4.8041 -1.4908 1.4514 0.06
H -4.9026 0.2877 1.3739 0.07
H -4.4006 -0.4544 2.8352 0.06
```

- max |F| (eV/A) = 7.130
- total charge = -3
- energy (a.u.) = -3175.2241
- HOMO energy (spin up / spin down) (hartree) = 0.1251 / -0.0052
- LUMO energy (spin up / spin down) (eV) = 7.005 / 6.909
- spin multiplicity = 2



DFT (ωB97M-V/def2-TZVPD) results for C4H6BeMgO5 as an isolated structure.

Geometry as XYZ:
```
17
Properties=species:S:1:pos:R:3:lowdin_charge:R:1
C -2.0642 -0.2517 -2.1877 -0.25
O -2.2281 0.8030 -1.6997 0.03
O -1.9113 -1.1485 -2.8940 0.39
Be -2.7464 2.1702 -1.7850 0.74
O 0.4132 2.1445 1.4494 -0.26
O 0.1919 0.0223 -1.3501 -0.33
C 0.5063 -1.1691 -0.7197 -0.33
C 1.1531 -0.8828 0.6336 -0.17
O 0.2100 -0.1269 1.4033 -0.19
C 0.6953 1.0265 2.1628 -0.37
Mg -0.3791 1.3434 -0.1097 0.92
H 1.0674 -1.7934 -1.5049 0.15
H -0.3091 -1.8982 -0.5290 0.12
H 2.0642 -0.2765 0.4946 0.14
H 1.4079 -1.8108 1.1668 0.14
H 0.1530 0.9776 3.1254 0.13
H 1.7760 0.8705 2.3438 0.14
```

- max |F| (eV/A) = 7.465
- total charge = +1
- energy (a.u.) = -746.7311
- HOMO energy (spin up / spin down) (hartree) = -0.4605 / -0.4593
- LUMO energy (spin up / spin down) (eV) = -6.084 / -7.106
- spin multiplicity = 2